9
Properties=species:S:1:pos:R:3:lowdin_charge:R:1 method="wB97M-V/def2-TZVPD" lumo_ha=-0.0438 gap_ev=6.60 largest_force_ev_per_a=3.16 total_energy_ev=-30455.0845
C 0.41 -1.39 -0.62 -0.19
N 0.77 -0.39 -1.33 -0.51
P 0.57 1.15 -1.49 0.53
P -0.90 0.06 1.52 0.43
P -0.25 1.83 0.45 0.22
H -0.47 -1.27 0.05 -0.10
H 1.11 -2.25 -0.52 0.09
H -1.95 -0.08 0.72 -0.25
H 0.71 2.34 1.22 -0.22